Arrangement i

{
  "formula": "C6H11NO2",
  "method": "the ωB97M-V functional and the def2-TZVPD basis",
  "orbital_gap_ev": 8.138,
  "charge": 0,
  "e_lumo_ha": 0.0270,
  "symbols": ["C", "N", "C", "C", "C", "O", "H", "H", "H", "C", "O", "H", "H", "H", "H", "C", "H", "H", "H", "H"],
  "xyz": [[1.132, -0.866, 1.264], [-2.139, -1.574, 1.524], [1.812, 0.957, -1.148], [0.270, -0.228, 0.506], [-1.667, -0.312, 1.313], [-2.219, 0.676, 1.752], [-1.998, 0.349, -1.445], [-1.737, -2.363, 1.048], [0.802, -1.431, 2.130], [-0.939, 0.204, -1.671], [2.385, 1.906, -0.314], [2.204, -0.779, 1.132], [2.976, 1.460, 0.312], [-0.724, 0.822, -2.548], [-0.757, -0.842, -1.922], [-0.099, 0.649, -0.496], [-0.302, 1.660, -0.144], [2.373, 0.026, -1.234], [-2.988, -1.709, 2.066], [1.616, 1.394, -2.124]]
}

Arrangement ii

{
  "formula": "C6H11NO2",
  "method": "the ωB97M-V functional and the def2-TZVPD basis",
  "orbital_gap_ev": 10.344,
  "smiles": "C[C@@]1(CN)O[C@H]1[C@H]1CO1",
  "charge": 0,
  "e_lumo_ha": 0.0316,
  "symbols": ["O", "H", "H", "H", "H", "C", "H", "C", "C", "H", "H", "H", "C", "C", "H", "C", "H", "N", "H", "O"],
  "xyz": [[-3.210, 0.077, -0.662], [2.915, -0.660, -0.498], [-2.226, 1.742, 0.170], [-1.073, 0.909, -1.442], [3.058, 1.938, -0.287], [2.127, 0.076, -0.646], [1.197, 1.770, 0.271], [-0.686, 0.064, -0.743], [-1.947, -0.295, 0.007], [-3.305, 0.847, 1.508], [2.085, 0.086, -1.880], [1.223, -0.817, 1.813], [-2.742, 0.774, 0.494], [0.666, -0.530, -0.251], [-0.410, -1.492, 1.296], [0.746, -1.297, 1.024], [-2.057, -1.312, 0.289], [2.307, 1.303, 0.180], [1.441, -2.203, 0.611], [-0.108, -0.982, -1.256]]
}

Quick one: most stable of them? arrangement i

Arrangement i

{
  "formula": "C6H11NO2",
  "method": "the ωB97M-V functional and the def2-TZVPD basis",
  "orbital_gap_ev": [7.565, 7.565],
  "charge": 0,
  "e_lumo_ha": [0.0151, 0.0151],
  "symbols": ["O", "H", "H", "H", "H", "H", "H", "C", "C", "N", "C", "O", "H", "C", "H", "C", "H", "H", "H", "C"],
  "xyz": [[1.622, 0.567, 1.777], [-1.622, -1.860, 0.583], [1.183, -2.174, -1.394], [-0.571, -0.579, 2.458], [-0.489, 1.473, -2.283], [0.338, 2.625, -1.242], [-1.001, 1.707, -0.589], [-1.904, -0.823, 0.786], [0.841, 0.586, -0.856], [1.057, -1.944, -0.412], [-0.808, -0.071, 1.523], [1.978, 0.590, -1.685], [-2.156, -0.353, -0.168], [-0.145, 1.644, -1.259], [-1.139, 0.948, 1.732], [0.754, 0.225, 0.961], [1.633, -2.400, 0.286], [-2.814, -0.853, 1.395], [2.519, 1.358, -1.436], [0.723, -0.665, -0.178]]
}

Arrangement ii

{
  "formula": "C6H11NO2",
  "method": "the ωB97M-V functional and the def2-TZVPD basis",
  "orbital_gap_ev": 6.272,
  "charge": 0,
  "e_lumo_ha": 0.0147,
  "symbols": ["O", "H", "H", "H", "C", "H", "H", "H", "C", "C", "C", "H", "H", "H", "C", "N", "O", "H", "C", "H"],
  "xyz": [[-0.028, 1.489, -1.236], [0.924, -0.471, 3.262], [-2.558, 0.060, -0.508], [-0.747, -1.104, 2.822], [0.387, -0.253, 1.243], [1.012, -1.657, -1.665], [2.261, 1.886, 0.772], [1.543, -0.248, -2.572], [0.713, -0.672, -2.011], [1.363, 0.208, 0.349], [-1.896, 0.229, 0.340], [-0.153, -0.761, -2.670], [-0.778, -1.439, -0.066], [-1.697, 1.294, 0.444], [0.172, -0.636, 2.516], [-0.621, -0.451, 0.145], [2.495, 0.981, 0.514], [-2.365, -0.136, 1.251], [0.426, 0.240, -0.827], [-0.450, 1.439, -2.104]]
}

Quick one: most stable of them? arrangement ii

Arrangement i

{
  "formula": "C3H3NO2S",
  "method": "the ωB97M-V functional and the def2-TZVPD basis",
  "orbital_gap_ev": 9.887,
  "smiles": "O=c1cc(S)[nH]o1",
  "charge": 0,
  "e_lumo_ha": 0.0053,
  "symbols": ["C", "H", "N", "S", "H", "O", "C", "H", "O", "C"],
  "xyz": [[-0.899, 0.534, 0.072], [-0.262, -2.835, 0.425], [1.151, -0.390, -0.054], [-0.875, -2.134, -0.652], [-1.943, 0.708, 0.107], [0.019, 2.729, 0.628], [0.076, 1.566, 0.330], [1.656, -0.568, -0.892], [1.318, 0.980, 0.216], [-0.241, -0.590, -0.181]]
}

Arrangement ii

{
  "formula": "C3H3NO2S",
  "method": "the ωB97M-V functional and the def2-TZVPD basis",
  "orbital_gap_ev": 8.978,
  "smiles": "O=C[C@H]1ON=CS1",
  "charge": 0,
  "e_lumo_ha": -0.0091,
  "symbols": ["H", "C", "H", "N", "C", "O", "S", "H", "C", "O"],
  "xyz": [[-2.070, -0.386, -1.343], [1.312, 1.030, 0.514], [-1.481, -0.773, 0.986], [1.600, -0.212, 0.622], [-0.962, -0.640, -1.035], [0.076, -0.855, -1.789], [-0.444, 1.453, 0.501], [2.072, 1.835, 0.330], [-0.667, -0.411, 0.392], [0.563, -1.039, 0.822]]
}

Arrangement iii

{
  "formula": "C3H3NO2S",
  "method": "the ωB97M-V functional and the def2-TZVPD basis",
  "orbital_gap_ev": 7.941,
  "smiles": "C=NOC(=S)C=O",
  "charge": 0,
  "e_lumo_ha": -0.0341,
  "symbols": ["C", "H", "N", "O", "C", "H", "S", "O", "H", "C"],
  "xyz": [[-0.240, -1.195, 0.456], [0.852, -1.338, 0.778], [1.512, -0.312, -0.790], [0.713, 0.850, -0.490], [-0.324, 0.370, 0.062], [3.443, -0.999, -0.923], [-1.748, 1.155, 0.731], [-1.119, -2.103, 0.315], [3.170, 1.133, -1.053], [2.760, -0.020, -1.113]]
}

Quick one: most stable of them? arrangement i